#a
Here is C6H7ClO in the gas phase from the OMol25 dataset. Energies are from ωB97M-V with the def2-TZVPD basis set.

LUMO level in eV: 0.9056
SMILES: O[C@H]1C=C(Cl)[C@H]2C[C@H]21
Orbital gap in eV: 10.008
E_HOMO in eV: -9.10

Each line ends with the natural charge from an NBO analysis.
CARTESIAN COORDINATES (ANGSTROEM)
C 0.864 -0.859 -0.466  0.0794
C -0.520 -1.384 -0.117  -0.2604
C -1.408 -0.397 -0.213  0.0018
C -0.794 0.928 -0.449  -0.2923
C 0.102 1.314 0.720  -0.4103
C 0.698 0.663 -0.476  -0.2316
H 1.713 -0.930 1.295  0.4676
H 1.111 -1.136 -1.456  0.1890
H -0.727 -2.391 0.224  0.2306
H -1.372 1.680 -0.979  0.2411
H -0.126 0.738 1.628  0.2155
H 0.339 2.349 0.906  0.2280
H 1.326 1.230 -1.154  0.2341
O 1.893 -1.275 0.408  -0.7020
Cl -3.101 -0.528 0.129  0.0095

=====

#b
Here is C6H7ClO in the gas phase from the OMol25 dataset. Energies are from ωB97M-V with the def2-TZVPD basis set.

LUMO level in eV: 0.7117
SMILES: C#C[C@]1(CCl)C[C@H]1O
Orbital gap in eV: 10.167
E_HOMO in eV: -9.46

Each line ends with the natural charge from an NBO analysis.
CARTESIAN COORDINATES (ANGSTROEM)
C -0.633 1.174 0.082  0.1109
C -1.337 -0.095 0.332  -0.4294
C 0.082 -0.235 -0.136  -0.1680
C 1.231 -0.427 0.828  -0.3409
C 0.297 -0.754 -1.485  -0.0235
C 0.637 -1.186 -2.547  -0.2124
H -1.007 2.196 1.648  0.4789
H -0.774 1.764 -0.874  0.1948
H -1.587 -0.247 1.378  0.2299
H -2.072 -0.491 -0.356  0.2403
H 0.972 0.186 1.702  0.2428
H 2.166 -0.142 0.374  0.2259
H 0.895 -1.517 -3.546  0.2420
O -0.222 1.909 1.198  -0.7033
Cl 1.353 -2.137 1.402  -0.0880

=====

#c
Here is 2 unconnected molecules or ions with the total composition C6H7ClO from the OMol25 dataset. Energies are from ωB97M-V with the def2-TZVPD basis set.

LUMO level in eV: 0.7880
SMILES: Clc1ccccc1.O
Orbital gap in eV: 9.998
E_HOMO in eV: -9.21

Each line ends with the natural charge from an NBO analysis.
CARTESIAN COORDINATES (ANGSTROEM)
Cl -1.057 -0.725 1.900  0.0036
C 0.120 0.584 -2.281  -0.2118
C -1.195 0.270 -2.010  -0.2073
C 1.125 0.441 -1.310  -0.2070
C -1.529 -0.070 -0.682  -0.2299
C 0.801 -0.051 -0.048  -0.2253
C -0.557 -0.286 0.300  -0.0381
H 0.483 0.834 -3.286  0.2148
H -2.036 0.348 -2.712  0.2223
H 2.159 0.594 -1.646  0.2231
H -2.612 0.011 -0.517  0.2257
H 1.560 -0.167 0.737  0.2441
O 1.144 -0.555 3.527  -0.9492
H 1.401 -0.428 4.468  0.4659
H 0.192 -0.801 3.560  0.4688

=====

It comes down to #c, which is 0.954 eV more stable than the next structure.

=====

#a
Here is C18H22N2O2 in the gas phase from the OMol25 dataset. Energies are from ωB97M-V with the def2-TZVPD basis set.

LUMO level in eV: 0.1686
SMILES: C#CCCCc1ccc2c(c1CC)C(=O)N(NCCC)C2=O
Orbital gap in eV: 9.579
E_HOMO in eV: -9.41

Each line ends with the natural charge from an NBO analysis.
CARTESIAN COORDINATES (ANGSTROEM)
C 4.046 -3.369 0.274  -0.2678
C 4.702 -2.377 0.111  0.0114
C 5.347 -1.055 0.021  -0.4818
C 4.363 0.123 -0.052  -0.3808
C 3.500 0.231 1.222  -0.4322
C 2.121 0.849 1.034  -0.0024
C 1.821 1.970 1.802  -0.1784
C 0.582 2.616 1.742  -0.1847
C -0.344 2.085 0.881  -0.1337
C -0.058 0.960 0.094  -0.0692
C 1.167 0.314 0.136  0.0255
C 1.409 -0.901 -0.732  -0.4456
C 1.456 -0.532 -2.240  -0.6032
C -1.328 0.651 -0.671  0.6636
O -1.477 0.106 -1.728  -0.5585
N -2.334 1.267 0.101  -0.3532
N -3.680 1.246 -0.330  -0.4248
C -4.230 -0.106 -0.081  -0.2284
C -5.757 -0.110 -0.077  -0.3999
C -6.240 -1.572 -0.141  -0.6019
C -1.773 2.477 0.599  0.6923
O -2.320 3.534 0.671  -0.5142
H 3.470 -4.246 0.445  0.2400
H 6.040 -1.039 -0.821  0.2379
H 5.943 -0.936 0.930  0.2301
H 3.764 0.131 -0.959  0.2147
H 4.982 1.023 -0.090  0.2116
H 3.364 -0.744 1.699  0.2275
H 4.040 0.856 1.934  0.2123
H 2.559 2.367 2.487  0.2115
H 0.342 3.479 2.346  0.2324
H 0.547 -1.560 -0.593  0.2230
H 2.291 -1.455 -0.438  0.2327
H 0.799 -1.166 -2.830  0.2255
H 1.150 0.496 -2.419  0.2137
H 2.474 -0.633 -2.622  0.1997
H -3.658 1.358 -1.344  0.3542
H -3.900 -0.375 0.926  0.1953
H -3.819 -0.863 -0.756  0.1836
H -6.181 0.426 -0.925  0.2027
H -6.093 0.293 0.877  0.2069
H -7.330 -1.614 -0.138  0.2107
H -5.895 -2.060 -1.055  0.2010
H -5.864 -2.143 0.709  0.2009

=====

#b
Here is C18H22N2O2 in the gas phase from the OMol25 dataset. Energies are from ωB97M-V with the def2-TZVPD basis set.

LUMO level in eV: 0.3234
SMILES: CC(C)Cc1ccc([C@H](C)NC(=O)c2ccc(=O)[nH]c2)cc1
Orbital gap in eV: 8.954
E_HOMO in eV: -8.63

Each line ends with the natural charge from an NBO analysis.
CARTESIAN COORDINATES (ANGSTROEM)
C -3.216 -1.271 4.433  -0.6006
H -3.301 -0.393 5.071  0.2042
H -2.692 -2.047 4.986  0.2080
H -4.219 -1.629 4.208  0.2000
C -2.469 -0.937 3.144  -0.1996
C -2.323 -2.181 2.273  -0.6128
H -1.796 -2.963 2.815  0.2084
H -1.764 -1.953 1.368  0.2230
H -3.302 -2.562 1.989  0.1969
H -1.467 -0.576 3.402  0.1941
C -3.203 0.181 2.383  -0.4180
C -2.439 0.617 1.168  -0.0305
C -2.813 0.211 -0.105  -0.1503
C -2.078 0.576 -1.219  -0.2147
C -0.945 1.361 -1.087  -0.0426
C -0.575 1.781 0.187  -0.1438
C -1.308 1.414 1.297  -0.2325
H -0.999 1.750 2.277  0.2067
H 0.305 2.399 0.308  0.1953
C -0.076 1.789 -2.252  -0.0603
N 1.297 1.351 -1.997  -0.6205
C 1.607 0.062 -1.713  0.6737
O 0.783 -0.823 -1.613  -0.6109
C 3.064 -0.198 -1.518  -0.2527
C 3.944 0.718 -1.021  0.0826
N 5.241 0.397 -0.841  -0.5529
C 5.811 -0.847 -1.130  0.6044
O 7.000 -1.013 -0.943  -0.6146
C 4.862 -1.814 -1.628  -0.3137
C 3.557 -1.504 -1.799  -0.1003
H 2.845 -2.235 -2.152  0.2403
H 5.248 -2.797 -1.844  0.2342
H 5.884 1.079 -0.453  0.4215
H 3.651 1.715 -0.725  0.2108
H 2.037 1.983 -2.253  0.3959
C -0.544 1.290 -3.618  -0.6208
H -1.538 1.667 -3.839  0.2149
H 0.139 1.641 -4.390  0.2110
H -0.554 0.204 -3.629  0.2302
H -0.045 2.887 -2.266  0.2068
H -2.395 0.227 -2.188  0.2127
H -3.690 -0.408 -0.229  0.2000
H -3.336 1.032 3.055  0.2113
H -4.192 -0.180 2.092  0.2051

=====

It comes down to #b, which is 3.379 eV more stable than the next structure.

=====

#a
Here is 2 unconnected molecules or ions with the total composition CH6N2S from the OMol25 dataset. Energies are from ωB97M-V with the def2-TZVPD basis set.

LUMO level in eV: -1.1531
Orbital gap in eV: 6.718
E_HOMO in eV: -7.87

Each line ends with the natural charge from an NBO analysis.
CARTESIAN COORDINATES (ANGSTROEM)
C -1.335 -0.567 -0.041  -0.4569
N 2.219 1.855 -0.261  -0.9429
N -0.243 -0.436 0.845  -0.5989
S 0.768 2.075 0.456  0.3215
H -2.240 -0.001 0.217  0.1719
H -1.021 -0.311 -1.056  0.1996
H -1.606 -1.636 -0.064  0.2024
H 2.243 1.611 -1.239  0.3857
H 2.979 1.492 0.296  0.3888
H -0.548 -0.194 1.786  0.3290

=====

#b
Here is 2 unconnected molecules or ions with the total composition CH6N2S from the OMol25 dataset. Energies are from ωB97M-V with the def2-TZVPD basis set.

LUMO level in eV: 0.3435
Orbital gap in eV: 8.685
E_HOMO in eV: -8.34

Each line ends with the natural charge from an NBO analysis.
CARTESIAN COORDINATES (ANGSTROEM)
C -1.496 0.083 0.047  -0.4396
N -0.263 -0.698 0.456  -0.4629
N 1.188 0.652 0.177  -0.7218
S 2.592 -0.191 -0.112  0.2294
H -1.509 0.760 0.826  0.1934
H -1.556 0.605 -0.851  0.1848
H -2.283 -0.577 0.059  0.2026
H 0.187 -1.257 -0.262  0.3260
H 1.022 1.055 1.090  0.3763
H 2.118 -0.432 -1.431  0.1118

=====

It comes down to #a, which is 0.586 eV more stable than the next structure.

=====

#a
Here is a molecular structure, C3H6NO from the OMol25 dataset. Energies are from ωB97M-V with the def2-TZVPD basis set.

LUMO level in eV: -4.5063
Orbital gap in eV: 10.746
Charge: +1
E_HOMO in eV: -15.25

Each line ends with the natural charge from an NBO analysis.
CARTESIAN COORDINATES (ANGSTROEM)
C 0.785 2.040 -1.201  -0.0115
C 0.623 0.963 -0.682  -0.1757
C 0.526 -0.286 -0.036  0.1792
N -0.382 -0.349 1.166  -0.7057
O -0.413 -1.232 -1.224  -0.7288
H 1.085 2.604 -1.999  0.2541
H 1.433 -0.810 0.115  0.2544
H -0.813 0.626 1.390  0.4830
H 0.123 -0.696 1.919  0.4441
H -1.093 -1.082 0.828  0.5021
H -0.161 -0.782 -2.115  0.5048

=====

#b
Here is a gas-phase ion, C3H6NO (charge +1) from the OMol25 dataset. Energies are from ωB97M-V with the def2-TZVPD basis set.

LUMO level in eV: -5.2027
SMILES: O=C[C@H]1C[NH2+]1
Orbital gap in eV: 10.675
Charge: +1
E_HOMO in eV: -15.88

Each line ends with the natural charge from an NBO analysis.
CARTESIAN COORDINATES (ANGSTROEM)
C -0.252 0.212 -1.738  0.3723
C -0.187 -0.648 0.553  -0.1438
C -0.363 0.552 -0.328  -0.1741
N 0.916 0.289 0.323  -0.4913
O 0.994 -0.227 -2.075  -0.5212
H -0.974 0.318 -2.525  0.2307
H -0.595 -0.647 1.497  0.2513
H -0.146 -1.599 0.097  0.2628
H -1.094 1.199 0.000  0.2760
H 1.281 1.060 0.882  0.4650
H 1.563 0.073 -0.384  0.4724

=====

It comes down to #b, which is 1.414 eV more stable than the next structure.